[1]
{
  "formula": "C5H9NO",
  "method": "wB97M-V/def2-TZVPD",
  "multiplicity": 1,
  "total_charge": 0,
  "smiles": "C[C@H]1N[C@H]1[C@H]1CO1",
  "relative_energy_kj_mol": 327.6,
  "gap_ev": 10.28,
  "e_tot_ev": -8865.8173,
  "e_homo_ev": -9.1,
  "symbols": ["H", "O", "C", "C", "H", "C", "H", "N", "H", "H", "H", "H", "H", "H", "C", "C"],
  "positions_angstrom": [[0.73, -0.46, 2.27], [-0.48, 0.17, -1.81], [-1.00, -0.68, -0.80], [-0.62, -0.37, 0.61], [2.37, -0.09, -0.29], [0.71, -0.11, 1.25], [2.17, 1.31, 0.78], [-0.24, 0.99, 0.99], [-1.07, -1.73, -1.06], [-2.17, 1.19, -1.01], [0.13, 1.39, 0.12], [-1.36, -0.76, 1.31], [2.87, -0.15, 1.42], [-2.54, -0.09, -2.29], [2.11, 0.22, 0.73], [-1.87, 0.26, -1.51]]
}


[2]
{
  "formula": "C5H9NO",
  "method": "wB97M-V/def2-TZVPD",
  "multiplicity": 1,
  "total_charge": 0,
  "relative_energy_kj_mol": 697.1,
  "gap_ev": 7.97,
  "e_tot_ev": -8861.9881,
  "e_homo_ev": -7.4,
  "symbols": ["H", "C", "H", "N", "C", "H", "H", "C", "H", "C", "H", "H", "H", "H", "C", "O"],
  "positions_angstrom": [[2.18, 0.63, -0.85], [0.03, 0.32, -0.97], [-0.63, 0.47, 1.78], [-0.81, 1.47, -0.67], [-1.25, 0.14, -0.26], [1.25, 0.94, 0.64], [-1.13, -1.20, 1.42], [-1.34, -0.15, 1.22], [-1.30, 1.80, -1.50], [1.67, -1.40, -0.23], [-2.35, 0.08, 1.60], [0.10, -0.06, -1.99], [2.21, -0.50, 0.70], [-2.04, -0.33, -0.86], [1.36, 0.25, -0.22], [2.07, -2.45, 0.19]]
}


[3]
{
  "formula": "C5H9NO",
  "method": "wB97M-V/def2-TZVPD",
  "multiplicity": 1,
  "total_charge": 0,
  "smiles": "C[C@H]1N[C@H]1[C@H]1CO1",
  "relative_energy_kj_mol": 298.8,
  "gap_ev": 10.31,
  "e_tot_ev": -8866.1161,
  "e_homo_ev": -9.2,
  "symbols": ["H", "H", "H", "C", "H", "N", "C", "H", "H", "C", "H", "H", "O", "C", "C", "H"],
  "positions_angstrom": [[-1.82, -0.88, -0.86], [0.58, 1.87, 0.24], [3.18, -0.50, -1.12], [1.04, 0.09, -0.88], [-3.05, 0.26, -0.28], [0.01, 0.14, 1.41], [-1.15, 0.58, 0.63], [-2.55, -1.07, 0.75], [-1.62, 1.44, 1.13], [0.23, 0.84, 0.15], [2.62, -0.26, 0.62], [0.19, -0.84, 1.22], [1.25, -1.29, -0.65], [-2.18, -0.34, 0.02], [2.34, -0.40, -0.43], [0.93, 0.36, -1.93]]
}


[4]
{
  "formula": "C5H9NO",
  "method": "wB97M-V/def2-TZVPD",
  "multiplicity": 1,
  "total_charge": 0,
  "smiles": "C=C(N)CCC=O",
  "relative_energy_kj_mol": 303.8,
  "gap_ev": 9.33,
  "e_tot_ev": -8866.0644,
  "e_homo_ev": -8.8,
  "symbols": ["H", "H", "C", "C", "N", "H", "C", "C", "H", "H", "H", "O", "C", "H", "H", "H"],
  "positions_angstrom": [[0.37, -1.68, 0.29], [0.28, 1.85, 0.32], [0.60, 0.77, 0.53], [-0.66, -0.11, 0.91], [-0.25, -1.52, 1.03], [-1.01, -2.15, 0.84], [-1.94, 0.47, 1.23], [1.41, 0.31, -0.72], [-2.03, 1.61, 1.06], [-2.73, -0.24, 1.44], [1.90, -0.78, -0.47], [0.73, -0.77, -2.98], [0.48, -0.08, -1.94], [-0.48, 0.38, -1.93], [1.18, 0.85, 1.46], [2.16, 1.11, -1.07]]
}


[5]
{
  "formula": "C5H9NO",
  "method": "wB97M-V/def2-TZVPD",
  "multiplicity": 1,
  "total_charge": 0,
  "smiles": "C[C@H]1CCC(=O)N1",
  "relative_energy_kj_mol": 37.7,
  "gap_ev": 10.49,
  "e_tot_ev": -8868.8220,
  "e_homo_ev": -9.5,
  "symbols": ["C", "H", "C", "O", "H", "C", "H", "H", "H", "N", "H", "H", "H", "H", "C", "C"],
  "positions_angstrom": [[1.44, 0.30, -0.19], [1.03, 1.57, 1.32], [-0.35, -1.22, 0.23], [2.07, 1.07, -0.87], [1.73, -1.83, -0.16], [-1.23, 1.05, -0.36], [-1.17, -1.54, -0.42], [-2.28, 0.75, -0.39], [-0.29, -1.92, 1.07], [0.83, 0.62, 1.02], [-0.79, 0.84, -1.35], [0.91, -1.21, -1.61], [-1.16, 0.29, 1.67], [-1.16, 2.13, -0.19], [-0.57, 0.22, 0.75], [0.99, -1.11, -0.52]]
}


[6]
{
  "formula": "C5H9NO",
  "method": "wB97M-V/def2-TZVPD",
  "multiplicity": 1,
  "total_charge": 0,
  "relative_energy_kj_mol": 564.4,
  "gap_ev": 9.36,
  "e_tot_ev": -8863.3635,
  "e_homo_ev": -8.4,
  "symbols": ["H", "C", "C", "C", "O", "N", "H", "C", "H", "H", "H", "C", "H", "H", "H", "H"],
  "positions_angstrom": [[-2.14, 1.19, -0.14], [-0.19, 0.31, -0.28], [-0.26, -1.03, 0.39], [-1.12, 1.35, -0.49], [-0.19, -0.15, -2.12], [1.22, -1.09, 0.60], [-0.85, -1.89, 0.06], [0.32, -0.93, 1.74], [-0.93, 0.78, -1.78], [-0.70, -0.95, -2.31], [-0.75, 2.37, -0.42], [1.31, 0.29, 0.01], [0.26, -1.82, 2.37], [1.92, 0.29, -0.89], [1.67, 1.04, 0.72], [0.29, 0.02, 2.28]]
}


[7]
{
  "formula": "C5H9NO",
  "method": "wB97M-V/def2-TZVPD",
  "multiplicity": 1,
  "total_charge": 0,
  "relative_energy_kj_mol": 312.1,
  "gap_ev": [9.31, 9.31],
  "e_tot_ev": -8865.9780,
  "e_homo_ev": [-8.5, -8.5],
  "symbols": ["C", "H", "N", "H", "O", "C", "H", "H", "H", "H", "C", "H", "H", "C", "C", "H"],
  "positions_angstrom": [[-0.51, -0.44, -1.83], [0.98, -0.54, 2.24], [-1.25, 0.73, -1.28], [-1.93, -0.15, 0.51], [-0.51, -0.85, -2.95], [1.42, 0.61, -0.14], [-0.93, 1.31, 0.80], [-0.60, -1.27, 1.96], [2.18, -0.10, -0.48], [1.20, 1.31, -0.95], [0.19, -0.21, 0.19], [0.85, -1.97, 1.22], [-2.20, 0.97, -1.57], [-1.11, 0.47, 0.12], [0.36, -1.04, 1.47], [1.86, 1.16, 0.71]]
}


[8]
{
  "formula": "C5H9NO",
  "method": "wB97M-V/def2-TZVPD",
  "multiplicity": 1,
  "total_charge": 0,
  "relative_energy_kj_mol": 446.1,
  "gap_ev": 9.13,
  "e_tot_ev": -8864.5888,
  "e_homo_ev": -8.4,
  "symbols": ["H", "H", "H", "C", "C", "H", "N", "H", "O", "H", "C", "H", "H", "H", "C", "C"],
  "positions_angstrom": [[-2.79, 0.53, 0.66], [1.03, 1.32, -0.60], [0.13, -0.19, -2.20], [-0.19, -0.28, -1.16], [2.03, -0.33, 0.32], [-0.36, -1.35, -0.94], [-1.32, 0.59, -0.80], [2.64, -0.56, -0.57], [-0.40, 1.65, 1.67], [2.63, 0.34, 0.95], [0.76, 0.35, -0.16], [-1.12, -0.32, 1.11], [-2.37, -1.12, -0.05], [1.86, -1.26, 0.86], [-0.30, 0.81, 0.84], [-2.06, -0.08, 0.12]]
}


[9]
{
  "formula": "C5H9NO",
  "method": "wB97M-V/def2-TZVPD",
  "multiplicity": 1,
  "total_charge": 0,
  "smiles": "C/C=N/CCC=O",
  "relative_energy_kj_mol": 285.1,
  "gap_ev": 10.39,
  "e_tot_ev": -8866.2576,
  "e_homo_ev": -9.3,
  "symbols": ["H", "H", "O", "H", "H", "C", "C", "H", "H", "H", "H", "C", "N", "C", "C", "H"],
  "positions_angstrom": [[1.86, 0.56, -0.22], [0.17, 1.86, -0.03], [-0.15, 0.41, 2.31], [-2.11, -0.05, 2.42], [0.90, -2.23, -1.07], [-0.49, 1.16, -0.60], [-1.25, 0.32, 1.80], [-0.55, 1.50, -1.65], [-2.09, -0.25, -0.06], [2.57, -1.64, -1.39], [-2.38, 1.44, 0.41], [1.73, -1.61, -0.71], [0.12, -0.01, -1.18], [1.24, -0.23, -0.68], [-1.62, 0.66, 0.35], [2.04, -1.92, 0.29]]
}


[10]
{
  "formula": "C5H9NO",
  "method": "wB97M-V/def2-TZVPD",
  "multiplicity": 1,
  "total_charge": 0,
  "smiles": "C[C@H]1N[C@H]1CC=O",
  "relative_energy_kj_mol": 267.7,
  "gap_ev": 10.58,
  "e_tot_ev": -8866.4382,
  "e_homo_ev": -9.7,
  "symbols": ["C", "H", "H", "O", "H", "H", "C", "C", "H", "H", "C", "C", "N", "H", "H", "H"],
  "positions_angstrom": [[0.30, 1.19, -0.40], [-0.04, 2.17, -0.73], [-0.92, 0.22, -1.95], [-1.79, -0.90, 1.57], [0.49, -1.84, -0.47], [-1.15, -1.81, -0.98], [-0.87, -1.38, 0.95], [-0.41, -1.23, -0.45], [-0.35, -2.24, 1.38], [0.73, 2.09, 1.38], [0.56, 1.07, 1.08], [-0.22, 0.05, -1.14], [1.18, 0.42, -1.29], [1.28, 0.91, -2.16], [1.45, 0.51, 1.40], [-0.25, 0.75, 1.80]]
}


[11]
{
  "formula": "C5H9NO",
  "method": "wB97M-V/def2-TZVPD",
  "multiplicity": 1,
  "total_charge": 0,
  "smiles": "CC1(C)COC=N1",
  "relative_energy_kj_mol": 128.3,
  "gap_ev": 10.83,
  "e_tot_ev": -8867.8826,
  "e_homo_ev": -9.9,
  "symbols": ["N", "C", "C", "C", "H", "H", "H", "H", "H", "H", "H", "C", "H", "O", "C", "H"],
  "positions_angstrom": [[0.30, -0.14, -1.45], [-0.22, 0.02, -0.05], [1.09, -0.23, 0.69], [-1.21, -1.12, 0.19], [2.29, -0.26, -2.11], [-1.23, 1.43, 1.26], [-0.16, 2.20, 0.08], [-1.56, -1.14, 1.23], [-1.73, 1.55, -0.43], [-2.07, -1.02, -0.48], [-0.73, -2.07, -0.03], [-0.87, 1.38, 0.23], [1.17, 0.13, 1.72], [2.09, 0.38, -0.15], [1.56, 0.04, -1.36], [1.28, -1.30, 0.58]]
}


[12]
{
  "formula": "C5H9NO",
  "method": "wB97M-V/def2-TZVPD",
  "multiplicity": 1,
  "total_charge": 0,
  "smiles": "C=C(C)C#N.CO",
  "relative_energy_kj_mol": 205.3,
  "gap_ev": 10.28,
  "e_tot_ev": -8867.0849,
  "e_homo_ev": -9.8,
  "symbols": ["H", "C", "C", "H", "O", "N", "C", "H", "H", "C", "H", "C", "H", "H", "H", "H"],
  "positions_angstrom": [[2.06, 0.19, -1.06], [2.48, 0.81, -0.27], [-1.53, 0.67, -0.37], [2.83, 1.75, -0.70], [1.45, 1.02, 0.68], [-3.55, -2.23, -0.37], [-2.60, -1.59, -0.18], [1.81, 1.47, 1.45], [3.34, 0.27, 0.17], [-0.35, -1.39, 0.55], [-0.38, -2.45, 0.80], [-1.42, -0.78, 0.04], [-2.43, 1.12, 0.06], [-1.63, 0.74, -1.46], [-0.66, 1.23, -0.05], [0.57, -0.84, 0.73]]
}


[13]
{
  "formula": "C5H9NO",
  "method": "wB97M-V/def2-TZVPD",
  "multiplicity": 1,
  "total_charge": 0,
  "relative_energy_kj_mol": 236.4,
  "gap_ev": 10.83,
  "e_tot_ev": -8866.7629,
  "e_homo_ev": -9.9,
  "symbols": ["H", "H", "H", "C", "C", "H", "H", "H", "H", "H", "C", "O", "N", "H", "C", "C"],
  "positions_angstrom": [[1.73, -1.46, 0.20], [-0.70, 0.85, -1.64], [1.06, 1.27, -1.35], [0.37, 1.48, 0.81], [0.27, 0.43, -1.31], [0.54, 1.43, 1.91], [1.01, -1.09, 1.80], [1.19, 1.86, 0.07], [-0.44, 2.19, 0.64], [-2.79, -1.62, 0.05], [-1.09, -0.83, 0.16], [-0.32, -1.93, 0.42], [-2.31, -0.73, -0.10], [0.47, -0.50, -1.87], [0.11, 0.13, 0.17], [0.84, -1.11, 0.72]]
}


[14]
{
  "formula": "C5H9NO",
  "method": "wB97M-V/def2-TZVPD",
  "multiplicity": 1,
  "total_charge": 0,
  "smiles": "[H]/N=C1/CCCCO1",
  "relative_energy_kj_mol": 108.1,
  "gap_ev": 10.53,
  "e_tot_ev": -8868.0927,
  "e_homo_ev": -9.7,
  "symbols": ["O", "H", "H", "C", "C", "H", "H", "H", "C", "H", "C", "H", "H", "H", "C", "N"],
  "positions_angstrom": [[0.51, -1.49, 0.11], [0.85, 1.47, 1.49], [0.14, -1.25, 2.06], [0.06, 0.77, 1.22], [-0.05, -1.04, -1.03], [-0.45, 2.29, -0.24], [-1.64, 1.01, -0.11], [-0.50, 0.64, -2.23], [0.03, 0.44, -1.29], [1.69, -0.62, 1.53], [0.63, -0.67, 1.28], [-0.71, 0.84, 2.00], [-0.57, -2.78, -1.43], [1.08, 0.73, -1.42], [-0.57, 1.20, -0.11], [-0.61, -1.84, -1.83]]
}


[15]
{
  "formula": "C5H9NO",
  "method": "wB97M-V/def2-TZVPD",
  "multiplicity": 1,
  "total_charge": 0,
  "relative_energy_kj_mol": 158.4,
  "gap_ev": 10.71,
  "e_tot_ev": -8867.5714,
  "e_homo_ev": -9.6,
  "symbols": ["C", "C", "C", "H", "H", "C", "H", "H", "H", "H", "O", "H", "H", "C", "H", "N"],
  "positions_angstrom": [[2.32, -0.48, -0.21], [-0.05, 1.60, 2.02], [1.14, 0.26, -0.86], [2.35, -0.31, 0.87], [-3.14, 0.26, -0.61], [-0.19, -0.30, -0.52], [-2.43, -1.30, -0.09], [2.25, -1.56, -0.38], [3.26, -0.11, -0.63], [-0.30, -1.38, -0.76], [-0.97, 1.67, 2.67], [1.14, 0.12, -1.94], [1.18, 1.34, -0.64], [-2.43, -0.21, 0.08], [-2.76, 0.01, 1.10], [-1.15, 0.41, -0.12]]
}


[16]
{
  "formula": "C5H9NO",
  "method": "wB97M-V/def2-TZVPD",
  "multiplicity": 1,
  "total_charge": 0,
  "relative_energy_kj_mol": 651.5,
  "gap_ev": 8.74,
  "e_tot_ev": -8862.4600,
  "e_homo_ev": -8.4,
  "symbols": ["H", "H", "C", "C", "H", "H", "O", "C", "C", "H", "H", "N", "C", "H", "H", "H"],
  "positions_angstrom": [[-0.37, -1.24, 0.97], [-2.13, -0.97, -1.03], [1.83, 0.14, 0.71], [0.75, -0.09, -0.33], [-2.10, -0.44, 1.00], [1.42, 0.16, 1.72], [-1.01, 1.86, -0.52], [-1.05, -0.12, 1.07], [-1.10, -0.63, -1.12], [2.32, 1.10, 0.51], [-0.74, -0.70, -2.15], [-0.10, -1.33, -0.20], [-0.65, 0.55, -0.26], [2.58, -0.65, 0.64], [-0.78, 2.39, 0.25], [1.18, -0.09, -1.34]]
}


[17]
{
  "formula": "C5H9NO",
  "method": "wB97M-V/def2-TZVPD",
  "multiplicity": 1,
  "total_charge": 0,
  "relative_energy_kj_mol": 497.5,
  "gap_ev": 8.06,
  "e_tot_ev": -8864.0567,
  "e_homo_ev": -7.8,
  "symbols": ["H", "C", "N", "H", "H", "H", "C", "H", "C", "C", "H", "C", "H", "H", "H", "O"],
  "positions_angstrom": [[-1.28, -2.30, -0.76], [0.06, 0.76, -0.52], [-1.09, 0.96, 0.28], [-0.97, 1.41, 1.18], [1.60, -0.79, 1.32], [-1.60, -0.85, -1.72], [-1.66, -1.28, -0.72], [-2.71, -1.30, -0.42], [-0.83, -0.46, 0.24], [1.73, -0.17, 0.44], [1.34, 1.67, 1.44], [1.56, 1.20, 0.49], [2.10, -0.66, -0.45], [-0.57, -0.93, 1.18], [2.03, 1.84, -0.25], [0.27, 0.89, -1.72]]
}


[18]
{
  "formula": "C5H9NO",
  "method": "wB97M-V/def2-TZVPD",
  "multiplicity": 1,
  "total_charge": 0,
  "smiles": "O[C@H]1C[C@]2(CN2)C1",
  "relative_energy_kj_mol": 249.8,
  "gap_ev": 10.47,
  "e_tot_ev": -8866.6241,
  "e_homo_ev": -9.5,
  "symbols": ["H", "O", "C", "H", "H", "H", "C", "C", "C", "C", "H", "N", "H", "H", "H", "H"],
  "positions_angstrom": [[0.02, -0.66, 1.78], [1.64, 1.48, 1.59], [-1.39, -0.63, -1.34], [-1.39, 0.38, 1.42], [1.17, 0.83, -1.52], [-1.08, -2.32, -0.22], [-0.41, 0.05, 1.06], [-0.29, -0.45, -0.37], [1.01, 0.31, -0.57], [0.63, 1.14, 0.68], [0.14, 2.07, 0.41], [-0.57, -1.77, -0.91], [2.18, 0.69, 1.74], [1.88, -0.33, -0.36], [-1.25, -0.33, -2.38], [-2.41, -0.54, -0.98]]
}


[19]
{
  "formula": "C5H9NO",
  "method": "wB97M-V/def2-TZVPD",
  "multiplicity": 2,
  "total_charge": 1,
  "relative_energy_kj_mol": 319.2,
  "gap_ev": [9.86, 4.66],
  "e_tot_ev": -8857.1427,
  "e_homo_ev": [-14.0, -13.8],
  "symbols": ["H", "H", "C", "H", "H", "O", "C", "H", "C", "H", "C", "H", "N", "C", "H", "H"],
  "positions_angstrom": [[2.16, 1.93, 0.41], [0.02, 0.18, 1.21], [-0.31, 1.06, -0.56], [-0.49, -1.42, -0.84], [-0.23, 2.10, -0.20], [-0.94, -3.32, 1.04], [2.17, 1.02, -0.18], [3.12, 0.59, -0.45], [-1.37, -2.21, 0.86], [-1.67, 0.47, 1.17], [-0.84, 0.16, 0.52], [-0.96, 1.22, -1.42], [-0.81, -1.22, 0.11], [1.13, 0.75, -0.99], [-2.27, -1.79, 1.35], [1.28, 0.49, -2.04]]
}


[20]
{
  "formula": "C5H9NO2",
  "method": "wB97M-V/def2-TZVPD",
  "multiplicity": 1,
  "total_charge": 0,
  "smiles": "COC1=COC[C@@H]1N",
  "relative_energy_kj_mol": 262.3,
  "gap_ev": 8.70,
  "e_tot_ev": -10913.8571,
  "e_homo_ev": -7.8,
  "symbols": ["O", "C", "H", "H", "H", "N", "H", "O", "H", "H", "C", "C", "H", "C", "H", "H", "C"],
  "positions_angstrom": [[1.41, -1.21, -0.06], [-0.92, -1.61, -0.39], [2.46, 0.51, -0.66], [-0.69, 1.22, -1.44], [-2.54, 0.90, -0.12], [-0.05, 1.53, -0.67], [-0.04, 0.86, 1.41], [-2.16, -1.06, -0.22], [-0.27, 2.49, -0.47], [-0.85, -2.71, -0.73], [0.09, -0.80, 0.00], [-1.95, 0.19, 0.42], [-2.41, 0.04, 1.39], [-0.42, 0.54, 0.41], [2.52, 0.27, 1.08], [3.38, -0.86, -0.03], [2.44, -0.27, 0.08]]
}